(1)
ORCA calculation (the ωB97M-V functional and the def2-TZVPD basis) on a molecular structure, C43H82BBr22N2O5 at a distorted geometry.

The geometry in ORCA input format:
```
! RIJCOSX wB97M-V def2-TZVPD def2/J DEFGRID3
* xyz -1 1
C 1.9811 5.7497 0.7354
C 0.4160 5.2680 1.0095
O -0.2766 5.1365 -0.2819
C 0.0927 3.8514 -0.9580
B -1.2936 2.9724 -1.0488
N -2.3955 3.9263 -1.5240
O -1.2440 1.6006 -1.6598
C -1.2092 0.5373 -0.6007
C -1.5050 -1.0102 -1.1229
C -2.8869 -1.1717 -1.9891
C -3.8989 -2.2134 -1.1820
C -4.6387 -3.3004 -2.1889
O -4.1574 -4.6720 -1.8228
C 0.3932 0.4711 -0.2746
C 0.8355 1.0070 1.2079
C 2.4715 0.6851 1.3399
C 2.6053 -0.9242 1.7624
O 2.8985 -1.0605 3.1986
C 4.3964 -1.0750 3.2559
C -2.2525 1.2481 0.4403
C -3.8497 1.4278 -0.0232
C -4.6798 2.4892 0.9182
C -2.4533 0.6290 1.9592
C -2.2920 1.6618 3.2664
C -2.5834 0.8577 4.6911
C -2.9661 -0.7149 4.8475
N -3.0636 -1.5828 3.6400
C -2.8384 -0.9090 2.3306
O -1.7888 2.6535 0.3369
H 2.5344 4.8415 0.2323
H 1.9308 6.6097 -0.0613
H 2.4794 6.0718 1.7551
H 0.4273 4.3003 1.6681
H -0.0564 6.1241 1.6929
H 0.9865 3.3205 -0.4177
H 0.3957 4.1756 -2.0654
H -2.9374 3.5276 -2.3218
H -3.0438 4.0869 -0.6951
H -1.4340 -1.7152 -0.1752
H -0.6220 -1.3715 -1.8406
H -2.6128 -1.7384 -3.0033
H -3.3962 -0.1645 -2.2976
H -4.7472 -1.6476 -0.5908
H -3.2710 -2.8724 -0.4121
H -4.4930 -3.0580 -3.3249
H -5.7911 -3.3002 -1.9021
H -4.2854 -4.8035 -0.8181
H 0.8033 -0.6468 -0.3597
H 1.0502 1.0849 -1.0600
H 0.3290 0.3207 2.0302
H 0.6389 2.1462 1.3884
H 2.9962 1.3167 2.1736
H 3.0112 0.8048 0.2818
H 1.5524 -1.4380 1.5366
H 3.3913 -1.5050 1.1184
H 4.8446 -2.0444 2.7765
H 4.8489 -0.1368 2.6898
H 4.7280 -1.0178 4.3813
H -4.3361 0.3580 0.1868
H -3.9744 1.6124 -1.1722
H -4.1268 3.4981 1.1317
H -4.9199 1.9862 1.9712
H -5.7197 2.6970 0.4066
H -2.0497 2.8023 3.1749
H -2.5257 1.4992 5.6901
H -3.1641 -1.1495 5.9380
H -2.9606 -1.6212 1.3774
Br 0.3747 -3.1432 -4.1560
C 1.9162 -1.9492 -4.2078
C 3.0971 -2.5488 -3.4809
Br 2.8822 -2.4062 -1.5474
H 1.5922 -0.9905 -3.7934
H 2.1416 -1.8230 -5.2705
H 4.0115 -1.9930 -3.7060
H 3.2554 -3.6071 -3.7073
Br -3.9531 3.4186 -4.8631
C -2.6478 1.9733 -4.9728
C -3.0284 0.9724 -6.0385
Br -4.4685 -0.1937 -5.4294
H -2.5705 1.5358 -3.9736
H -1.7028 2.4631 -5.2243
H -2.1923 0.3013 -6.2537
H -3.3655 1.4361 -6.9700
Br 4.7725 4.1562 2.2117
C 6.1086 4.8589 3.4470
C 5.4937 5.8397 4.4177
Br 5.1747 7.5667 3.5688
H 6.9087 5.2918 2.8402
H 6.4937 3.9829 3.9766
H 6.1822 6.0514 5.2404
H 4.5369 5.5039 4.8276
Br -7.1825 0.6131 1.8500
C -8.0065 2.2722 2.4612
C -9.4513 2.3571 2.0280
Br -9.5956 2.8236 0.1395
H -7.3907 3.0931 2.0834
H -7.9326 2.2406 3.5519
H -9.9665 3.1624 2.5589
H -10.0032 1.4234 2.1693
Br -0.5947 -7.3232 4.4864
C -1.4186 -5.6642 5.0976
C -2.8634 -5.5793 4.6644
Br -3.0077 -5.1127 2.7758
H -0.8028 -4.8433 4.7197
H -1.3447 -5.6958 6.1882
H -3.3787 -4.7739 5.1952
H -3.4154 -6.5129 4.8056
Br 2.3825 5.8717 -2.7938
C 1.8503 7.4860 -3.7506
C 2.8934 8.5705 -3.6159
Br 2.8064 9.4195 -1.8619
H 0.8690 7.7769 -3.3657
H 1.7490 7.1765 -4.7947
H 2.7062 9.3768 -4.3305
H 3.9172 8.2075 -3.7444
Br 8.5126 5.5799 0.4964
C 9.9911 5.1560 1.6962
C 10.4472 6.3799 2.4555
Br 11.5230 7.5510 1.3258
H 10.7785 4.7047 1.0862
H 9.5927 4.4034 2.3823
H 11.1070 6.0982 3.2808
H 9.6218 6.9825 2.8453
Br -2.7175 -10.1668 -0.9205
C -3.2497 -8.5525 -1.8772
C -2.2066 -7.4680 -1.7425
Br -2.2936 -6.6189 0.0115
H -4.2310 -8.2615 -1.4923
H -3.3510 -8.8620 -2.9213
H -2.3938 -6.6617 -2.4571
H -1.1828 -7.8310 -1.8711
Br -1.2653 -7.7439 8.8804
C 0.0401 -9.1892 8.7707
C -0.3405 -10.1901 7.7050
Br -1.7807 -11.3563 8.3141
H 0.1174 -9.6267 9.7699
H 0.9851 -8.6994 8.5192
H 0.4956 -10.8613 7.4898
H -0.6776 -9.7265 6.7735
Br 3.2604 4.0713 -8.4606
C 4.5965 4.7739 -7.2253
C 3.9815 5.7548 -6.2546
Br 3.6625 7.4818 -7.1034
H 5.3966 5.2069 -7.8320
H 4.9816 3.8980 -6.6957
H 4.6701 5.9664 -5.4318
H 3.0247 5.4190 -5.8446
Br 0.9289 -10.3902 -6.8947
C 1.2704 -9.9558 -5.0240
C 0.0102 -9.4923 -4.3315
Br -0.4275 -7.6548 -4.8180
H 2.0724 -9.2126 -5.0097
H 1.6348 -10.8859 -4.5788
H 0.1509 -9.4724 -3.2472
H -0.8659 -10.1027 -4.5686
*
```

As for the molar mass: 2475.8 Da. The HOMO-LUMO gap comes out at 6.02 eV.

***

(2)
ORCA calculation (the ωB97M-V functional and the def2-TZVPD basis) on 11 unconnected molecules or ions with the total composition C43H87NO11 at a distorted geometry.

The geometry in ORCA input format:
```
! RIJCOSX wB97M-V def2-TZVPD def2/J DEFGRID3
* xyz -1 2
C -1.6956 -2.8182 -3.4009
C -3.1432 -2.5719 -2.9234
O -3.9643 -3.4667 -3.0887
N -3.4248 -1.4145 -2.3236
C -4.6877 -0.9766 -1.7830
H -1.2174 -1.8403 -3.3455
H -1.8170 -3.1824 -4.4211
H -1.2297 -3.5329 -2.7226
H -2.6588 -0.7629 -2.2306
H -5.4051 -1.7972 -1.7921
H -5.1607 -0.2241 -2.4139
H -4.4843 -0.5473 -0.8019
C 1.8094 -6.4626 1.2424
C 2.7626 -5.8013 0.3331
C 2.0445 -4.6841 -0.3998
O 0.6784 -5.2058 -0.4235
C 0.6575 -6.4765 0.2812
H 1.5175 -5.7775 2.0383
H 2.2549 -7.3602 1.6713
H 3.2771 -6.5112 -0.3144
H 3.6161 -5.4794 0.9298
H 2.3418 -4.5282 -1.4368
H 2.0127 -3.6899 0.0461
H 0.7867 -7.3220 -0.3945
H -0.3422 -6.6174 0.6921
C 0.9716 0.7057 -0.7885
C 1.1264 -0.7721 -0.5530
C -0.3247 -1.1644 -0.3875
O -1.0237 -0.3522 -1.2970
C -0.4834 0.9498 -1.2821
H 1.6474 0.8847 -1.6247
H 1.3028 1.3825 -0.0009
H 1.8112 -1.0645 0.2430
H 1.4838 -1.2612 -1.4592
H -0.8242 -1.0555 0.5751
H -0.4636 -2.2000 -0.6980
H -1.1836 1.5196 -0.6712
H -0.5103 1.3363 -2.3009
C 3.2369 3.8890 -0.1120
C 2.4951 4.0575 1.2297
C 3.5201 3.7652 2.2903
O 4.4843 2.8882 1.6987
C 4.2683 2.8611 0.2869
H 3.6683 4.8667 -0.3270
H 2.6369 3.5290 -0.9477
H 1.6561 3.3903 1.4277
H 2.1942 5.0949 1.3759
H 3.0962 3.3702 3.2136
H 4.0997 4.6848 2.3703
H 3.9843 1.8869 -0.1110
H 5.2070 3.1814 -0.1652
C -0.4937 5.5935 0.0895
C -0.6921 6.8455 -0.7407
C -2.0557 6.5910 -1.3704
O -2.7927 6.0174 -0.3314
C -1.9496 5.2691 0.5371
H 0.1741 5.8575 0.9096
H -0.0071 4.8146 -0.4976
H 0.0906 6.9958 -1.4843
H -0.6487 7.7145 -0.0842
H -2.1170 5.8392 -2.1573
H -2.6022 7.4911 -1.6516
H -2.0448 4.2062 0.3154
H -2.1442 5.4488 1.5944
C 5.6621 -1.6346 -0.1436
C 5.2543 -0.6487 0.9340
C 5.3592 -1.4685 2.2261
O 4.9246 -2.7831 1.7892
C 5.3966 -2.9563 0.4698
H 6.7231 -1.5385 -0.3743
H 5.0794 -1.4486 -1.0458
H 4.2445 -0.2446 0.8621
H 5.9255 0.2002 1.0635
H 4.6442 -0.9933 2.8977
H 6.3324 -1.5193 2.7144
H 4.8590 -3.6562 -0.1698
H 6.3584 -3.4691 0.4725
C -4.8700 2.6526 -2.4750
C -3.4430 2.4615 -2.8969
C -3.3201 3.0493 -4.3023
O -4.1614 4.2151 -4.1225
C -5.0792 4.0960 -3.0255
H -5.0494 2.5888 -1.4017
H -5.5254 1.9628 -3.0066
H -2.9937 1.4757 -3.0168
H -2.7945 2.9675 -2.1817
H -3.7282 2.3941 -5.0719
H -2.2728 3.3289 -4.4169
H -6.1145 4.3458 -3.2575
H -4.6771 4.7521 -2.2536
C 1.0118 0.0483 5.1293
C 1.7115 -1.2601 4.7078
C 1.2842 -1.4195 3.2690
O 0.9730 -0.1301 2.8001
C 0.9551 0.8402 3.8349
H 1.5018 0.5990 5.9322
H -0.0078 -0.2578 5.3631
H 1.4581 -2.1491 5.2854
H 2.7912 -1.1119 4.6912
H 0.3650 -1.9978 3.1755
H 1.9973 -1.8808 2.5858
H 0.0353 1.4098 3.9680
H 1.7782 1.5292 3.6453
C -2.8139 -0.1380 3.2255
C -3.1573 0.9592 4.2273
C -3.8969 2.0695 3.4452
O -4.1578 1.4406 2.1967
C -3.2249 0.4477 1.8922
H -3.3121 -1.0984 3.3577
H -1.7339 -0.2817 3.2581
H -2.1811 1.3147 4.5571
H -3.7340 0.6509 5.0994
H -3.3252 2.9974 3.4563
H -4.8561 2.3642 3.8710
H -2.3466 0.9430 1.4783
H -3.6208 -0.2587 1.1626
C 3.1334 -0.5924 -4.4814
C 2.6010 0.5488 -5.3070
C 3.5329 1.6788 -5.0237
O 3.8681 1.4278 -3.6648
C 4.0175 0.0094 -3.4358
H 3.5736 -1.3558 -5.1229
H 2.2908 -1.0567 -3.9691
H 1.5589 0.7802 -5.0863
H 2.4202 0.2501 -6.3396
H 3.0707 2.6397 -5.2501
H 4.4513 1.6028 -5.6059
H 3.8008 -0.1692 -2.3826
H 5.0334 -0.2898 -3.6935
C -4.0759 -4.7736 2.7577
C -2.7964 -4.4212 1.9456
C -3.1276 -3.3483 0.9877
O -4.5004 -3.4706 0.9210
C -5.0456 -4.5362 1.6383
H -4.2122 -3.9928 3.5061
H -4.1149 -5.7761 3.1838
H -2.3139 -5.2854 1.4892
H -2.1222 -3.9303 2.6475
H -2.6917 -3.6371 0.0313
H -2.7679 -2.4050 1.3987
H -5.0662 -5.3145 0.8754
H -6.0679 -4.3488 1.9668
*
```

As for the molar mass: 794.2 Da. The HOMO-LUMO gap (spin up / spin down) comes out at 1.59 / 9.25 eV.